# 1
C34H70AsFeN7Si6 | ωB97M-V/def2-TZVPD

ORCA input file:
```
! RIJCOSX wB97M-V def2-TZVPD def2/J DEFGRID3
* xyz 1 6
Fe 0.462 0.083 0.004
C -2.450 1.042 0.876
N -1.844 -0.185 0.409
C -2.249 -1.424 1.038
C -1.042 -2.247 1.337
N 0.179 -1.909 1.008
C 0.998 -2.895 1.580
C 2.381 -3.049 1.588
C 2.913 -4.119 2.280
C 2.096 -5.040 2.951
C 0.720 -4.915 2.939
C 0.203 -3.831 2.242
N -1.101 -3.393 2.049
C -1.415 1.978 1.411
N -0.134 1.916 1.143
C 0.446 2.986 1.841
C 1.767 3.423 1.937
C 2.029 4.521 2.733
C 1.012 5.195 3.424
C -0.304 4.787 3.329
C -0.551 3.679 2.529
N -1.729 3.007 2.228
H -3.174 0.843 1.670
H -2.997 1.540 0.071
H -1.852 -0.289 -0.606
H -2.939 -1.996 0.411
H -2.768 -1.228 1.979
H 3.013 -2.368 1.043
H 3.986 -4.258 2.291
H 2.550 -5.868 3.478
H 0.082 -5.626 3.447
H -1.939 -3.812 2.414
H 2.568 2.935 1.404
H 3.047 4.878 2.816
H 1.261 6.052 4.035
H -1.098 5.301 3.854
H -2.650 3.228 2.565
N -1.113 1.456 -1.845
C -2.277 1.490 -2.760
C -2.880 0.129 -3.136
C -1.874 -1.000 -3.369
N -1.610 -1.723 -2.115
H -0.968 2.401 -1.504
H -0.280 1.247 -2.384
H -1.993 1.993 -3.689
H -3.052 2.118 -2.314
H -3.448 0.310 -4.051
H -3.614 -0.213 -2.396
H -0.928 -0.596 -3.727
H -2.238 -1.674 -4.147
H -0.764 -2.276 -2.194
H -2.365 -2.388 -1.968
C 5.331 -1.030 3.780
Si 4.600 0.668 3.421
C 4.451 1.659 5.003
C 5.744 1.655 2.328
As 2.514 0.214 2.345
Si 1.237 0.052 4.345
C 1.027 1.736 5.147
C 2.029 -1.233 5.450
C -0.525 -0.505 3.980
H 5.517 -1.151 4.850
H 6.287 -1.142 3.262
H 4.680 -1.846 3.461
H 5.468 1.772 5.393
H 3.849 1.191 5.782
H 4.062 2.662 4.814
H 6.682 1.772 2.880
H 5.970 1.169 1.380
H 5.354 2.656 2.126
H 1.887 2.396 5.071
H 0.791 1.601 6.207
H 0.177 2.244 4.681
H 3.068 -1.012 5.694
H 1.999 -2.209 4.957
H 1.472 -1.310 6.390
H -0.888 -0.051 3.055
H -1.168 -0.169 4.799
H -0.607 -1.591 3.907
C 0.552 0.911 -5.381
Si 1.849 1.353 -4.077
C 3.425 1.481 -5.088
C 1.466 3.124 -3.528
Si 2.034 -0.155 -2.178
Si 4.296 0.341 -1.588
C 5.672 0.475 -2.876
C 4.992 -0.978 -0.429
C 4.207 2.055 -0.808
Si 2.306 -2.299 -3.171
C 3.895 -2.349 -4.174
C 0.937 -2.847 -4.359
C 2.394 -3.675 -1.893
H 0.704 1.567 -6.244
H -0.480 1.052 -5.057
H 0.660 -0.117 -5.732
H 3.184 1.991 -6.025
H 3.864 0.513 -5.330
H 4.181 2.074 -4.578
H 1.788 3.809 -4.318
H 2.006 3.392 -2.616
H 0.403 3.309 -3.357
H 5.639 -0.297 -3.644
H 6.627 0.375 -2.350
H 5.681 1.440 -3.376
H 5.177 -1.890 -1.006
H 5.951 -0.669 -0.004
H 4.324 -1.223 0.396
H 4.125 2.787 -1.618
H 5.071 2.331 -0.203
H 3.301 2.129 -0.209
H 3.867 -1.638 -5.003
H 4.051 -3.347 -4.595
H 4.762 -2.107 -3.558
H 0.587 -2.055 -5.023
H 0.063 -3.265 -3.849
H 1.340 -3.646 -4.988
H 3.304 -3.624 -1.292
H 2.383 -4.645 -2.400
H 1.540 -3.643 -1.215
*
```

- ⟨S²⟩ = 8.764
- ΔE to the lowest compared entry with this formula, charge and spin (eV) = 0.295
- E_HOMO (spin up / spin down) (eV) = -9.56 / -9.79
- frontier orbital gap (spin up / spin down) (hartree) = 0.2785 / 0.2403
- E (Eh) = -6957.30153

---

# 2
C23H43BO11 | ωB97M-V/def2-TZVPD

ORCA input file:
```
! RIJCOSX wB97M-V def2-TZVPD def2/J DEFGRID3
* xyz 0 1
C 5.390 -0.547 0.912
O 4.061 0.074 1.031
B 3.083 -0.502 0.087
O 3.103 -1.925 -0.402
C 1.798 0.404 -0.493
C 1.889 0.895 -1.895
C 0.694 1.755 -2.616
O 0.768 2.252 -3.880
C -0.701 2.022 -1.789
C -0.843 1.538 -0.358
C -2.263 1.831 0.410
C -3.574 1.215 -0.389
C -3.944 -0.333 0.056
C -2.849 -1.455 -0.422
O -3.625 -2.657 -0.867
C 0.439 0.742 0.361
O 0.292 0.417 1.659
H 5.390 -1.715 0.838
H 6.064 -0.281 1.860
H 6.020 -0.147 -0.020
H 2.938 -1.819 -1.399
H 2.865 0.647 -2.500
H -1.640 2.566 -2.278
H -2.481 2.989 0.553
H -2.269 1.347 1.494
H -3.374 1.203 -1.556
H -4.536 1.901 -0.224
H -4.095 -0.410 1.218
H -4.962 -0.594 -0.488
H -2.151 -1.114 -1.308
H -2.185 -1.836 0.487
H -3.336 -2.924 -1.794
C 3.371 -1.907 6.593
O 4.197 -2.995 6.209
C 4.278 -3.149 4.792
C 5.657 -3.670 4.384
O 6.693 -2.681 4.448
C 7.098 -2.268 5.760
C 7.873 -3.343 6.530
O 6.981 -4.349 7.015
C 7.587 -5.629 7.085
H 2.328 -2.116 6.343
H 3.460 -1.775 7.674
H 3.700 -0.980 6.111
H 4.086 -2.200 4.280
H 3.511 -3.874 4.499
H 5.605 -3.969 3.327
H 5.936 -4.569 4.942
H 6.251 -1.883 6.330
H 7.774 -1.420 5.601
H 8.360 -2.892 7.401
H 8.636 -3.778 5.874
H 8.025 -5.904 6.120
H 6.811 -6.360 7.325
H 8.349 -5.644 7.868
C -4.548 4.957 -7.413
O -5.009 3.737 -6.854
C -3.960 2.978 -6.254
C -4.480 2.202 -5.043
O -4.703 3.017 -3.885
C -5.818 3.918 -3.946
C -7.178 3.213 -3.895
O -7.473 2.607 -5.156
C -8.256 1.432 -5.026
H -3.909 4.761 -8.277
H -5.418 5.535 -7.736
H -4.008 5.548 -6.666
H -3.134 3.625 -5.940
H -3.594 2.274 -7.010
H -3.704 1.482 -4.745
H -5.368 1.612 -5.285
H -5.734 4.590 -4.801
H -5.734 4.544 -3.051
H -7.965 3.949 -3.696
H -7.170 2.467 -3.093
H -7.785 0.726 -4.335
H -8.318 0.955 -6.008
H -9.264 1.685 -4.687
*
```

- SMILES = COB(O)C1=CC(=O)C=C(CCCCO)C1=O.COCCOCCOC.COCCOCCOC
- E_HOMO (eV) = -9.12
- frontier orbital gap (hartree) = 0.2600
- E (Eh) = -1754.29356

---

# 3
C15H36AsCl3GeN4O4PPt | ωB97M-V/def2-TZVPD

ORCA input file:
```
! RIJCOSX wB97M-V def2-TZVPD def2/J DEFGRID3
* xyz 2 2
Pt 0.802 -0.397 0.441
Cl 0.883 -5.511 0.211
Ge 2.173 -3.862 0.223
Cl 1.970 -2.591 1.916
Cl 4.177 -4.362 -0.142
C 1.015 3.188 3.948
C 0.487 2.258 2.887
O 1.164 2.570 1.640
P 0.920 1.780 0.293
O 2.098 2.325 -0.617
C 3.458 2.490 -0.108
C 3.739 3.947 0.155
O -0.372 2.369 -0.387
C -0.543 3.815 -0.598
C -1.515 4.374 0.407
H 0.549 2.950 4.905
H 0.789 4.225 3.706
H 2.093 3.077 4.056
H -0.587 2.392 2.739
H 0.684 1.211 3.129
H 4.105 2.090 -0.887
H 3.582 1.885 0.792
H 3.630 4.532 -0.758
H 4.764 4.061 0.509
H 3.069 4.341 0.917
H -0.913 3.904 -1.616
H 0.434 4.293 -0.540
H -2.471 3.852 0.360
H -1.697 5.425 0.182
H -1.121 4.314 1.422
C -1.478 -2.432 0.577
N -2.862 -2.807 0.699
C -3.607 -2.249 -0.436
N -3.499 -0.791 -0.480
C -2.114 -0.416 -0.603
N -1.296 -0.941 0.544
C -1.909 -0.395 1.809
N -3.293 -0.768 1.929
C -3.402 -2.228 1.939
C -4.031 -0.245 0.775
H -1.063 -2.839 -0.349
H -0.915 -2.818 1.429
H -4.655 -2.530 -0.345
H -3.217 -2.669 -1.366
H -2.002 0.667 -0.619
H -1.693 -0.829 -1.524
H -1.811 0.691 1.773
H -1.333 -0.781 2.652
H -4.449 -2.511 2.035
H -2.853 -2.629 2.792
H -3.952 0.843 0.757
H -5.081 -0.517 0.867
C 3.269 -3.360 -3.408
As 1.665 -2.593 -2.722
C 0.131 -3.546 -3.328
C 1.580 -0.731 -3.100
O 1.596 -2.696 -0.982
H 3.219 -3.241 -4.492
H 3.326 -4.418 -3.160
H 4.132 -2.825 -3.018
H 0.177 -3.658 -4.411
H -0.766 -2.992 -3.054
H 0.127 -4.528 -2.856
H 1.458 -0.609 -4.177
H 2.502 -0.256 -2.770
H 0.733 -0.301 -2.566
*
```

- ⟨S²⟩ = 0.754
- ΔE to the lowest compared entry with this formula, charge and spin (eV) = 0.000
- E_HOMO (spin up / spin down) (eV) = -13.65 / -14.02
- frontier orbital gap (spin up / spin down) (hartree) = 0.2836 / 0.2735
- E (Eh) = -7266.71886

---

# 4
C21H18BrClN3O2Ru | ωB97M-V/def2-TZVPD

ORCA input file:
```
! RIJCOSX wB97M-V def2-TZVPD def2/J DEFGRID3
* xyz 3 5
Ru 1.082 0.429 1.399
O 0.477 1.869 -0.753
C 1.121 2.970 -1.091
C 0.535 3.883 -2.016
C 1.211 5.010 -2.352
C 2.492 5.253 -1.781
C 3.066 4.346 -0.853
C 2.416 3.207 -0.499
C 3.007 2.258 0.540
O 2.128 2.064 1.583
N 3.370 0.960 -0.103
N 2.665 -0.087 0.282
C 3.021 -1.327 -0.026
C 2.217 -2.415 0.334
Br 0.486 -1.996 1.090
C 2.457 -3.777 0.181
C 3.671 -4.431 -0.077
C 3.584 -5.789 -0.517
C 4.716 -6.487 -0.839
C 5.965 -5.877 -0.681
C 6.083 -4.562 -0.192
C 4.961 -3.846 0.108
H -0.389 1.831 -1.198
H -0.442 3.675 -2.440
H 0.782 5.720 -3.047
H 3.038 6.146 -2.057
H 4.031 4.577 -0.417
H 3.941 2.698 0.900
H 4.265 0.826 -0.562
H 3.904 -1.508 -0.630
H 1.588 -4.424 0.267
H 2.609 -6.250 -0.622
H 4.650 -7.505 -1.198
H 6.863 -6.438 -0.910
H 7.065 -4.140 -0.027
H 5.052 -2.868 0.562
Cl -4.090 0.983 3.961
C -2.385 0.958 4.019
C -1.706 0.946 5.228
C -0.319 0.944 5.216
C 0.329 0.966 3.999
N -0.331 0.931 2.829
C -1.668 0.933 2.836
H -2.256 0.943 6.160
H 0.247 0.948 6.137
H 1.410 1.021 3.947
H -2.183 0.908 1.885
*
```

- ⟨S²⟩ = 6.114
- E_HOMO (spin up / spin down) (eV) = -16.86 / -16.86
- frontier orbital gap (spin up / spin down) (hartree) = 0.2561 / 0.1710
- E (Eh) = -4253.75408

---

# 5
C43H102Br2N7O7 | ωB97M-V/def2-TZVPD

ORCA input file:
```
! RIJCOSX wB97M-V def2-TZVPD def2/J DEFGRID3
* xyz 5 1
C 1.894 -0.646 0.766
C 0.459 -0.058 0.840
C 0.221 1.032 1.891
C 0.914 2.334 1.589
C 0.490 2.957 0.270
C 0.616 2.055 -0.925
N 0.048 0.618 -0.551
O -0.539 0.077 -1.280
C 2.126 1.774 -1.319
C -0.171 2.607 -2.040
C -0.535 -1.147 0.989
H 2.000 -0.965 -0.262
H 1.888 -1.514 1.469
H 2.646 0.044 0.965
H 0.547 0.571 2.894
H -0.864 1.187 1.823
H 1.997 2.172 1.601
H 0.592 2.978 2.418
H 1.034 3.880 0.043
H -0.544 3.240 0.331
H 2.661 2.629 -1.782
H 2.298 0.967 -2.005
H 2.804 1.645 -0.448
H -0.026 2.070 -2.968
H 0.213 3.636 -2.180
H -1.265 2.653 -1.740
H -0.538 -1.906 0.202
H -1.499 -0.669 0.939
H -0.492 -1.565 2.016
C -6.386 -0.326 -0.669
C -6.845 0.672 0.339
C -6.149 0.512 1.687
C -6.384 1.757 2.558
C -6.120 3.083 1.868
C -6.799 3.377 0.544
N -6.869 2.054 -0.176
O -7.008 2.100 -1.490
C -5.964 4.312 -0.247
C -8.218 3.798 0.621
C -8.401 0.533 0.564
H -6.911 -0.416 -1.610
H -6.507 -1.287 -0.156
H -5.331 -0.277 -0.848
H -5.097 0.315 1.472
H -6.612 -0.365 2.149
H -5.828 1.791 3.487
H -7.403 1.706 2.918
H -5.040 3.167 1.596
H -6.307 3.896 2.587
H -6.399 4.699 -1.151
H -4.968 3.878 -0.435
H -5.801 5.192 0.361
H -8.806 3.107 1.224
H -8.687 3.891 -0.333
H -8.362 4.773 1.094
H -8.558 -0.517 0.645
H -8.988 0.902 -0.306
H -8.847 1.010 1.395
C 5.532 -1.165 -5.114
C 5.395 -0.252 -6.268
C 5.303 -1.068 -7.693
C 4.866 -0.192 -8.852
C 3.427 0.257 -8.560
C 3.242 1.091 -7.168
N 4.059 0.560 -6.058
O 3.452 0.419 -4.990
C 1.794 1.234 -6.789
C 3.819 2.494 -7.372
C 6.365 0.912 -6.246
H 5.949 -0.750 -4.177
H 6.276 -1.874 -5.509
H 4.649 -1.788 -4.983
H 4.950 -2.092 -7.554
H 6.406 -1.030 -7.821
H 4.941 -0.835 -9.690
H 5.594 0.612 -9.038
H 2.701 -0.563 -8.351
H 2.969 1.001 -9.190
H 1.235 1.361 -7.708
H 1.621 1.955 -5.956
H 1.373 0.238 -6.455
H 4.815 2.567 -7.765
H 3.884 3.019 -6.387
H 3.173 2.976 -8.077
H 6.386 1.591 -7.100
H 7.380 0.522 -6.053
H 6.204 1.473 -5.297
C 0.263 -5.815 6.553
C 0.375 -5.534 8.065
C 0.269 -4.086 8.485
O 0.020 -4.164 9.898
C 0.077 -2.896 10.590
N -0.832 -6.241 8.628
H -0.635 -7.214 8.774
H -1.096 -5.816 9.508
H -1.606 -6.224 8.004
H 0.935 -5.267 5.921
H -0.734 -5.593 6.179
H 0.486 -6.867 6.372
H 1.210 -5.953 8.634
H -0.564 -3.629 7.962
H 1.207 -3.554 8.306
H 0.999 -2.362 10.284
H 0.222 -3.115 11.637
H -0.820 -2.315 10.358
C 7.866 -2.408 0.489
C 7.132 -3.678 0.394
C 5.642 -3.374 0.590
O 4.863 -4.397 0.008
C 3.455 -4.200 0.010
N 7.451 -4.501 -0.807
H 6.547 -4.936 -1.059
H 7.752 -3.869 -1.536
H 8.279 -5.066 -0.633
H 8.946 -2.565 0.614
H 7.508 -1.803 1.327
H 7.737 -1.713 -0.357
H 7.390 -4.425 1.138
H 5.425 -2.415 0.135
H 5.475 -3.277 1.680
H 2.957 -5.169 -0.080
H 3.150 -3.587 -0.856
H 3.244 -3.785 1.010
C -1.984 5.674 6.901
C -1.025 4.703 7.436
C -0.628 3.651 6.518
O 0.445 2.979 7.117
C 0.511 1.610 6.849
N 0.344 5.328 7.833
H 0.660 5.963 7.075
H 0.454 5.896 8.682
H 1.045 4.576 7.825
H -2.283 6.511 7.485
H -2.912 5.175 6.575
H -1.541 6.011 5.938
H -1.385 4.296 8.393
H -0.296 4.010 5.509
H -1.454 3.010 6.258
H 1.394 1.114 7.227
H 0.316 1.353 5.802
H -0.320 1.139 7.424
C -1.299 -0.519 -7.138
C -2.141 -0.784 -5.949
C -2.777 -2.197 -5.840
O -3.454 -2.420 -4.614
C -4.891 -2.194 -4.752
N -1.362 -0.650 -4.628
H -1.260 0.267 -4.218
H -1.886 -1.141 -3.878
H -0.379 -1.024 -4.651
H -0.366 -1.047 -7.147
H -1.224 0.569 -7.268
H -1.919 -0.917 -7.958
H -2.987 -0.122 -5.870
H -1.988 -2.970 -5.928
H -3.456 -2.224 -6.698
H -5.352 -2.409 -3.772
H -5.175 -2.997 -5.421
H -5.147 -1.217 -5.178
Br 1.465 -1.373 -3.436
Br -3.480 1.519 0.264
*
```

- ΔE to the lowest compared entry with this formula, charge and spin (eV) = 0.000
- E_HOMO (eV) = -16.13
- frontier orbital gap (hartree) = 0.2083
- E (Eh) = -7755.57241

---

# 6
C2H2O2Tl | ωB97M-V/def2-TZVPD

ORCA input file:
```
! RIJCOSX wB97M-V def2-TZVPD def2/J DEFGRID3
* xyz 0 2
O -1.261 0.799 1.175
C -1.391 -0.040 0.231
C -0.412 -1.031 -0.048
O 0.800 -0.709 -0.299
H -0.645 -2.084 0.198
Tl 1.686 1.243 -0.940
H -2.284 -0.470 0.918
*
```

- ⟨S²⟩ = 0.767
- ΔE to the lowest compared entry with this formula, charge and spin (eV) = 1.687
- E_HOMO (spin up / spin down) (eV) = -6.98 / -7.76
- frontier orbital gap (spin up / spin down) (hartree) = 0.2310 / 0.2597
- E (Eh) = -400.22307